(1)
{
  "formula": "C3H5NO2",
  "method": "the ωB97M-V functional and the def2-TZVPD basis",
  "homo_energy_ev": [-7.832, -7.820],
  "e_tot_ev": -8773.037,
  "homo_lumo_gap_ev": [8.2, 8.2],
  "e_above_lowest_kcal_mol": 107.4,
  "lumo_energy_ev": [0.396, 0.401],
  "species": ["O", "C", "C", "O", "C", "N", "H", "H", "H", "H", "H"],
  "coordinates": [[0.048, 1.697, 1.132], [0.417, 0.836, 0.151], [1.063, -1.197, 0.116], [-0.003, -1.176, -0.772], [-0.624, -0.015, -0.439], [-1.868, 0.231, -0.455], [-0.850, 1.479, 1.444], [1.226, 1.219, -0.446], [1.953, -1.649, -0.330], [0.965, -0.733, 1.064], [-2.370, -0.576, -0.821]],
  "forces_ev_per_a": [[0.1, -0.4, -0.1], [0.2, 0.0, -0.5], [0.3, 1.1, -0.9], [0.0, 0.0, 0.3], [-0.4, 0.4, -0.2], [0.3, -0.1, 0.0], [0.3, -0.1, -0.2], [-0.1, 0.1, -0.3], [-0.1, 0.6, 0.4], [-0.3, -1.5, 1.4], [-0.1, 0.0, 0.2]]
}

---

(2)
{
  "formula": "C3H5NO2",
  "method": "the ωB97M-V functional and the def2-TZVPD basis",
  "smiles": "NC(=O)[C@H]1CO1",
  "homo_energy_ev": -9.999,
  "e_tot_ev": -8776.234,
  "homo_lumo_gap_ev": 11.0,
  "e_above_lowest_kcal_mol": 33.7,
  "lumo_energy_ev": 0.954,
  "species": ["N", "C", "O", "C", "C", "O", "H", "H", "H", "H", "H"],
  "coordinates": [[-1.258, 0.846, 0.674], [-1.006, -0.413, 0.214], [-1.864, -1.243, -0.018], [0.472, -0.717, 0.040], [1.307, 0.079, -0.860], [1.306, 0.324, 0.537], [-0.495, 1.427, 0.987], [-2.194, 1.054, 0.990], [0.750, -1.757, 0.172], [2.272, -0.288, -1.212], [0.709, 0.689, -1.523]],
  "forces_ev_per_a": [[-0.1, -0.1, 0.0], [0.0, -0.1, 0.0], [0.3, 0.2, 0.0], [-0.1, -0.3, 0.1], [-0.2, -0.2, -0.4], [0.1, 0.1, 0.0], [-0.1, -0.2, 0.0], [0.1, -0.1, -0.2], [0.0, 0.1, 0.5], [-0.4, -0.1, -0.2], [0.4, 0.8, 0.1]]
}

---

(3)
{
  "formula": "C3H5NO2",
  "method": "the ωB97M-V functional and the def2-TZVPD basis",
  "smiles": "N=C=O.CC=O",
  "homo_energy_ev": -9.548,
  "e_tot_ev": -8776.408,
  "homo_lumo_gap_ev": 10.0,
  "e_above_lowest_kcal_mol": 29.7,
  "lumo_energy_ev": 0.488,
  "species": ["N", "C", "O", "H", "C", "C", "O", "H", "H", "H", "H"],
  "coordinates": [[0.001, -1.515, 1.417], [0.377, -1.848, 0.310], [0.770, -2.167, -0.743], [-0.117, -2.245, 2.111], [0.465, 1.288, -0.644], [-0.911, 0.848, -0.219], [-1.903, 1.417, -0.630], [0.400, 2.261, -1.140], [1.066, 1.366, 0.261], [0.909, 0.574, -1.337], [-1.004, 0.072, 0.557]],
  "forces_ev_per_a": [[0.1, -0.3, 0.1], [0.7, -1.3, -0.5], [-0.5, 0.8, 0.7], [0.0, 0.2, 0.0], [-0.2, 0.1, 0.1], [-0.8, 1.2, -0.3], [0.3, -0.5, 0.2], [0.0, -0.2, 0.1], [0.3, -0.1, -0.1], [0.1, -0.1, 0.1], [0.0, 0.2, -0.4]]
}

---

(4)
{
  "formula": "C3H5NO2",
  "method": "the ωB97M-V functional and the def2-TZVPD basis",
  "smiles": "[H]/N=C\\OC(C)=O",
  "homo_energy_ev": -10.280,
  "e_tot_ev": -8775.250,
  "homo_lumo_gap_ev": 11.0,
  "e_above_lowest_kcal_mol": 56.4,
  "lumo_energy_ev": 0.763,
  "species": ["H", "N", "C", "O", "C", "C", "O", "H", "H", "H", "H"],
  "coordinates": [[2.348, 1.366, 0.616], [2.622, 0.410, 0.794], [1.696, -0.395, 0.474], [0.446, 0.132, 0.173], [-0.644, -0.594, -0.255], [-1.859, 0.300, -0.315], [-0.599, -1.756, -0.539], [2.450, -1.044, 0.022], [-2.122, 0.637, 0.692], [-1.639, 1.190, -0.910], [-2.698, -0.245, -0.752]],
  "forces_ev_per_a": [[-0.4, 0.9, 1.0], [0.0, 1.1, 0.2], [1.7, 1.3, -0.9], [0.2, -0.3, 0.0], [0.1, -0.5, -0.1], [0.0, 0.0, 0.0], [0.1, 0.4, 0.2], [-2.0, -2.8, -0.3], [0.1, -0.1, -0.1], [0.0, -0.1, 0.1], [0.2, 0.0, 0.1]]
}

---

(5)
{
  "formula": "C3H5NO2",
  "method": "the ωB97M-V functional and the def2-TZVPD basis",
  "smiles": "C#N.C=O.C=O",
  "homo_energy_ev": -10.753,
  "e_tot_ev": -8774.744,
  "homo_lumo_gap_ev": 11.2,
  "e_above_lowest_kcal_mol": 68.0,
  "lumo_energy_ev": 0.430,
  "species": ["C", "N", "H", "C", "O", "H", "H", "C", "O", "H", "H"],
  "coordinates": [[2.110, 0.230, -0.628], [2.855, 0.930, -0.091], [1.366, -0.402, -1.100], [-0.814, -1.584, -0.176], [-0.467, -1.138, -1.250], [-0.097, -1.773, 0.641], [-1.863, -1.855, 0.025], [-0.769, 1.408, 0.638], [-1.148, 0.476, 1.307], [-0.572, 2.398, 1.084], [-0.601, 1.309, -0.451]],
  "forces_ev_per_a": [[0.7, 0.6, 0.5], [-0.7, -0.7, -0.5], [0.1, 0.1, 0.1], [0.1, 0.1, -0.4], [-0.2, -0.2, 0.5], [0.0, 0.0, -0.1], [0.1, 0.0, 0.0], [-0.1, -0.2, 0.2], [0.2, 0.4, -0.3], [0.0, -0.1, 0.0], [0.0, 0.0, 0.1]]
}

---

(6)
{
  "formula": "C3H5NO2",
  "method": "the ωB97M-V functional and the def2-TZVPD basis",
  "homo_energy_ev": [-9.258, -8.855],
  "e_tot_ev": -8770.582,
  "homo_lumo_gap_ev": [8.8, 8.1],
  "e_above_lowest_kcal_mol": 164.0,
  "lumo_energy_ev": [-0.410, -0.764],
  "species": ["C", "C", "C", "N", "O", "O", "H", "H", "H", "H", "H"],
  "coordinates": [[-0.569, 0.156, -0.438], [0.214, -0.432, 0.710], [0.861, 0.364, -0.308], [1.656, -0.899, -2.068], [2.837, -0.661, -2.236], [0.804, -1.568, -2.654], [-1.023, -0.682, -0.963], [-1.117, 1.028, -0.239], [0.120, 0.023, 1.677], [0.465, -1.456, 0.667], [1.486, 1.288, -0.113]],
  "forces_ev_per_a": [[0.2, -1.0, 0.3], [0.5, 0.6, 0.7], [1.6, -0.1, -1.9], [-0.9, 1.4, 1.9], [-1.9, -1.2, -0.8], [2.5, 1.3, 0.9], [0.2, 0.7, -0.8], [-1.2, 0.8, 0.1], [0.2, -0.1, 0.5], [-0.3, -1.1, 0.2], [-0.9, -1.3, -0.9]]
}

---

(7)
{
  "formula": "C3H5NO2",
  "method": "the ωB97M-V functional and the def2-TZVPD basis",
  "smiles": "CNC(=O)C=O",
  "homo_energy_ev": -9.687,
  "e_tot_ev": -8776.298,
  "homo_lumo_gap_ev": 9.6,
  "e_above_lowest_kcal_mol": 32.2,
  "lumo_energy_ev": -0.061,
  "species": ["C", "N", "C", "O", "C", "O", "H", "H", "H", "H", "H"],
  "coordinates": [[-1.021, 1.379, -0.035], [0.053, 0.428, -0.086], [-0.049, -0.867, 0.173], [-1.054, -1.488, 0.502], [1.437, -1.533, -0.029], [2.450, -0.954, -0.352], [-1.939, 0.836, 0.197], [-0.833, 2.125, 0.741], [-1.125, 1.875, -1.003], [0.994, 0.692, -0.338], [1.068, -2.517, 0.229]],
  "forces_ev_per_a": [[-0.2, 0.2, 0.0], [0.2, 0.2, -0.1], [0.7, 0.6, -0.3], [1.5, 0.0, -0.3], [-2.3, 1.5, 0.3], [-1.5, -1.3, 0.5], [0.1, 0.1, 0.0], [-0.1, 0.0, -0.1], [-0.1, 0.0, 0.1], [0.0, 0.4, -0.1], [1.9, -1.8, -0.1]]
}

---

(8)
{
  "formula": "C3H5NO2",
  "method": "the ωB97M-V functional and the def2-TZVPD basis",
  "smiles": "O=CCNC=O",
  "homo_energy_ev": -10.087,
  "e_tot_ev": -8776.820,
  "homo_lumo_gap_ev": 10.9,
  "e_above_lowest_kcal_mol": 20.2,
  "lumo_energy_ev": 0.860,
  "species": ["O", "C", "C", "N", "C", "O", "H", "H", "H", "H", "H"],
  "coordinates": [[0.847, -0.587, -1.989], [1.061, -0.999, -0.883], [0.625, -0.315, 0.395], [-0.189, 0.839, 0.110], [-1.492, 0.902, 0.501], [-1.919, 0.302, 1.462], [1.593, -1.959, -0.719], [0.026, -1.008, 0.991], [1.498, -0.066, 1.002], [0.062, 1.359, -0.719], [-2.113, 1.532, -0.151]],
  "forces_ev_per_a": [[0.0, 0.2, 0.0], [0.1, -0.4, 0.3], [-0.3, 0.3, 0.0], [0.1, 0.3, -0.4], [0.3, -0.3, 0.3], [-0.3, -0.1, -0.2], [0.1, 0.1, -0.1], [0.0, -0.1, 0.0], [0.2, -0.1, 0.0], [-0.1, -0.2, -0.1], [0.0, 0.2, 0.1]]
}

---

(9)
{
  "formula": "C3H5NO2",
  "method": "the ωB97M-V functional and the def2-TZVPD basis",
  "homo_energy_ev": -8.798,
  "e_tot_ev": -8773.922,
  "homo_lumo_gap_ev": 9.6,
  "e_above_lowest_kcal_mol": 87.0,
  "lumo_energy_ev": 0.785,
  "species": ["C", "C", "N", "O", "C", "O", "H", "H", "H", "H", "H"],
  "coordinates": [[0.197, -0.871, 0.969], [-0.213, -0.380, -0.323], [-0.995, -1.281, -0.867], [0.129, 0.739, -1.017], [0.714, 1.790, -0.324], [1.079, 2.773, -0.890], [-0.551, -0.727, 1.753], [1.216, -0.693, 1.321], [-0.661, -1.916, 0.193], [-1.693, -1.019, -1.573], [0.778, 1.584, 0.757]],
  "forces_ev_per_a": [[0.3, 0.2, 0.1], [-0.1, -0.2, 0.1], [0.0, 0.3, 0.1], [0.0, 0.0, 0.1], [0.2, 0.3, -0.2], [-0.3, -0.8, 0.3], [0.0, -0.1, -0.3], [-0.2, 0.0, -0.1], [-0.1, 0.2, -0.2], [0.2, -0.1, 0.2], [0.0, 0.1, -0.2]]
}

---

(10)
{
  "formula": "C3H5NO2",
  "method": "the ωB97M-V functional and the def2-TZVPD basis",
  "smiles": "CC(=O)NC=O",
  "homo_energy_ev": -10.146,
  "e_tot_ev": -8776.751,
  "homo_lumo_gap_ev": 10.9,
  "e_above_lowest_kcal_mol": 21.8,
  "lumo_energy_ev": 0.768,
  "species": ["C", "C", "O", "N", "C", "O", "H", "H", "H", "H", "H"],
  "coordinates": [[-1.730, 0.068, -0.117], [-0.245, 0.274, -0.112], [0.232, 1.356, -0.445], [0.667, -0.678, 0.209], [1.966, 0.012, 0.055], [2.690, -0.127, -0.883], [-2.041, -0.032, -1.162], [-2.160, 0.999, 0.262], [-2.097, -0.783, 0.457], [0.478, -1.637, 0.480], [2.178, 0.668, 0.912]],
  "forces_ev_per_a": [[-0.1, 0.0, 0.0], [-0.1, 0.4, -0.1], [-0.5, 0.1, 0.0], [0.0, 0.3, -0.2], [0.5, -0.5, -0.1], [-0.3, -0.3, 0.6], [0.0, 0.0, 0.2], [-0.1, -0.2, 0.0], [0.1, 0.0, -0.1], [0.3, 0.4, -0.2], [0.0, -0.1, -0.1]]
}